Record 1
{
  "formula": "C4H5N3O",
  "method": "ωB97M-V/def2-TZVPD",
  "species": ["C", "C", "C", "C", "H", "H", "H", "H", "H", "N", "N", "N", "O"],
  "xyz": [[1.3490, -0.6791, -1.8322], [-0.2877, 0.2926, -0.2983], [-1.0752, 0.4622, 1.8218], [-2.0738, 0.8230, 1.0239], [2.8473, -1.5915, -1.1723], [2.0864, 0.1486, -2.7758], [0.9136, -0.2846, 1.1772], [-0.7431, 0.4644, 2.8548], [-3.3289, 0.9420, 0.9296], [1.7848, -1.4651, -0.8107], [0.1152, -0.0174, -1.5709], [0.0716, 0.2012, 0.9246], [-1.6592, 0.7037, -0.2715]],
  "nbo_charge": [0.282, 0.718, -0.144, 0.088, 0.334, 0.173, 0.452, 0.240, 0.262, -0.742, -0.650, -0.573, -0.440],
  "energy_ev": -10742.1277,
  "relative_energy_ev": 5.487
}


Record 2
{
  "formula": "C31H46BrNO14P2S",
  "method": "ωB97M-V/def2-TZVPD",
  "species": ["C", "C", "C", "C", "C", "C", "O", "C", "C", "C", "C", "C", "O", "C", "P", "N", "O", "O", "C", "P", "S", "C", "C", "C", "C", "Br", "C", "C", "O", "H", "H", "H", "H", "H", "H", "H", "H", "H", "H", "H", "H", "H", "H", "H", "H", "H", "H", "H", "H", "H", "H", "C", "C", "O", "C", "O", "O", "C", "H", "H", "H", "H", "H", "H", "H", "H", "C", "C", "O", "C", "O", "O", "C", "H", "H", "H", "H", "H", "H", "H", "H", "C", "C", "O", "C", "O", "O", "C", "H", "H", "H", "H", "H", "H", "H", "H"],
  "xyz": [[5.7077, -5.9461, 3.3585], [4.6791, -5.4310, 3.7294], [3.4218, -4.7494, 4.0652], [2.2588, -5.4009, 4.0968], [2.0990, -6.8929, 3.7981], [0.9681, -4.6168, 4.4121], [0.0870, -5.0857, 5.0821], [0.9473, -3.1854, 3.8317], [-0.2319, -2.6135, 3.3183], [-1.5343, -3.4455, 3.3363], [-2.4187, -3.1564, 4.5960], [-1.9650, -1.9293, 5.4433], [-3.8087, -3.0954, 4.2725], [-0.1761, -1.2800, 2.7963], [-1.6380, -0.3726, 2.1395], [-1.7932, 0.9425, 2.9690], [-3.0487, -1.1743, 2.2694], [-1.3877, -0.1082, 0.5365], [1.0833, -0.5898, 2.7744], [1.2330, 1.1349, 2.0634], [1.7352, 2.4714, 3.4041], [2.2846, -1.1977, 3.2769], [3.6176, -0.4518, 3.2077], [4.1861, -0.2480, 1.7285], [5.7368, -0.4753, 1.7727], [3.3694, -1.4423, 0.4050], [2.1959, -2.4889, 3.8149], [3.4218, -3.2410, 4.3782], [4.2859, -2.7296, 5.0359], [6.6483, -6.4807, 3.4220], [2.6001, -7.5267, 4.5500], [2.4084, -7.1137, 2.7607], [1.0193, -7.1439, 3.8597], [-2.0922, -3.3139, 2.3891], [-1.2795, -4.5215, 3.3646], [-2.3075, -4.0276, 5.2820], [-2.6703, -1.8035, 6.2947], [-0.9696, -2.0794, 5.9052], [-1.9889, -0.9775, 4.8819], [-4.3170, -3.1265, 5.0922], [-1.0640, 0.9676, 3.6840], [-3.4878, -1.0847, 1.4042], [-0.6243, -0.6309, 0.2382], [2.1418, 1.0871, 0.9694], [0.0083, 1.5669, 1.5029], [4.4286, -0.9809, 3.7392], [3.5720, 0.5498, 3.6834], [4.0586, 0.8195, 1.4798], [5.9684, -1.5363, 1.5560], [6.1453, -0.2468, 2.7789], [6.2720, 0.1759, 1.0602], [-4.9784, 3.4927, 1.4315], [-3.7262, 3.0992, 0.6744], [-3.3119, 4.1327, -0.2346], [-2.7405, 5.2036, 0.3237], [-2.5413, 5.3727, 1.4954], [-2.4477, 6.0678, -0.6558], [-1.9222, 7.3104, -0.1872], [-5.7755, 3.7662, 0.7365], [-5.3193, 2.6696, 2.0602], [-4.8000, 4.3581, 2.0693], [-3.9390, 2.2195, 0.0652], [-2.9107, 2.8383, 1.3512], [-1.0541, 7.1554, 0.4520], [-2.6943, 7.8651, 0.3461], [-1.6166, 7.8850, -1.0587], [-1.8853, 3.4017, -3.5185], [-3.2230, 2.7291, -3.2831], [-3.9240, 2.5064, -4.5183], [-3.4584, 1.5127, -5.2715], [-2.5267, 0.7957, -5.0052], [-4.1902, 1.4615, -6.3880], [-3.7274, 0.4999, -7.3375], [-2.0175, 4.3255, -4.0843], [-1.4011, 3.6309, -2.5689], [-1.2164, 2.7648, -4.0986], [-3.8519, 3.3864, -2.6854], [-3.1126, 1.7928, -2.7327], [-3.6522, -0.4908, -6.8910], [-2.7643, 0.8094, -7.7439], [-4.4537, 0.4642, -8.1462], [3.2584, 1.8188, -8.5542], [3.9965, 1.2897, -7.3401], [3.1751, 1.3240, -6.1658], [2.2221, 0.3890, -6.1007], [2.0085, -0.4639, -6.9224], [1.5363, 0.5801, -4.9725], [0.4123, -0.2936, -4.8240], [2.8713, 2.8205, -8.3587], [3.9211, 1.8551, -9.4196], [2.4047, 1.1893, -8.8045], [4.8528, 1.9305, -7.1320], [4.3772, 0.2810, -7.5081], [0.7112, -1.3382, -4.9101], [-0.3486, -0.0515, -5.5620], [-0.0026, -0.1308, -3.8322]],
  "mulliken_charge": [0.016, -1.131, 0.826, 0.339, -1.555, -0.437, -0.506, 0.567, -0.334, -1.512, 0.330, -1.270, -0.553, 0.596, 1.054, -0.487, -0.322, -0.395, 0.091, 0.732, -0.421, 0.173, -1.399, 0.127, -1.371, -0.121, 0.218, -0.259, -0.573, 0.400, 0.348, 0.348, 0.369, 0.531, 0.497, 0.443, 0.458, 0.279, 0.255, 0.361, 0.266, 0.292, 0.348, 0.061, -0.065, 0.575, 0.258, 0.485, 0.355, 0.373, 0.377, -1.333, 0.014, -0.214, 0.659, -0.555, -0.300, -0.690, 0.310, 0.403, 0.318, 0.316, 0.223, 0.300, 0.297, 0.224, -1.003, 0.059, -0.373, 0.712, -0.541, -0.348, -0.592, 0.311, 0.307, 0.231, 0.268, 0.180, 0.281, 0.274, 0.214, -1.102, -0.170, -0.368, 0.748, -0.555, -0.343, -0.502, 0.290, 0.354, 0.314, 0.286, 0.307, 0.408, 0.247, 0.098],
  "smiles": "C#CC1=C(C)C(=O)c2c(C[C@@H](C)O)c(P(=N)(O)O)c([PH2]=S)c(C[C@@H](C)Br)c2C1=O.CCOC(=O)OC.CCOC(=O)OC.CCOC(=O)OC",
  "energy_ev": -162502.0618
}


Record 3
{
  "formula": "C17H23ClN2O2",
  "method": "ωB97M-V/def2-TZVPD",
  "species": ["C", "C", "C", "C", "C", "C", "C", "O", "C", "C", "H", "H", "H", "C", "O", "N", "N", "C", "C", "H", "H", "C", "C", "C", "C", "C", "H", "H", "H", "H", "H", "H", "H", "H", "H", "H", "H", "H", "H", "H", "Cl", "H", "H", "H", "H"],
  "xyz": [[-5.3312, -2.1362, -0.3548], [-4.7789, -0.7543, -0.2070], [-5.6016, 0.3428, -0.0383], [-5.0590, 1.6108, 0.1052], [-3.6917, 1.7981, 0.0838], [-2.8568, 0.7053, -0.0862], [-3.3858, -0.5702, -0.2327], [-2.6538, -1.6998, -0.4316], [-1.2508, -1.6364, -0.3130], [-0.7104, -3.0369, -0.5998], [-1.0498, -3.3598, -1.5801], [-1.0841, -3.7329, 0.1465], [0.3752, -3.0216, -0.5788], [-0.8436, -1.2317, 1.1047], [-1.5538, -1.3443, 2.0764], [0.4250, -0.7463, 1.2185], [1.2350, -0.5926, 0.1499], [2.4326, -0.1730, 0.2196], [3.1265, -0.0403, -1.1042], [4.1158, -0.4965, -1.0668], [2.5255, -0.5706, -1.8431], [3.2432, 1.4370, -1.5083], [4.5179, 2.1212, -1.0090], [4.9535, 1.7329, 0.4072], [3.8084, 1.6089, 1.4129], [3.1927, 0.2048, 1.4600], [3.9970, -0.5257, 1.5961], [2.5484, 0.1421, 2.3407], [3.0354, 2.3478, 1.1959], [4.1947, 1.8251, 2.4118], [5.6549, 2.4930, 0.7577], [5.5006, 0.7882, 0.3813], [5.3407, 1.8881, -1.6886], [4.3604, 3.2012, -1.0516], [2.3631, 1.9649, -1.1370], [3.2218, 1.5109, -2.5966], [0.7243, -0.4996, 2.1626], [-0.8226, -0.9245, -1.0323], [-1.7906, 0.8688, -0.0955], [-3.2746, 2.7859, 0.1998], [-6.1104, 2.9702, 0.3155], [-6.6726, 0.2124, -0.0129], [-6.4136, -2.1350, -0.2649], [-4.9048, -2.7832, 0.4095], [-5.0516, -2.5491, -1.3227]],
  "nbo_charge": [-0.624, -0.063, -0.209, -0.061, -0.223, -0.290, 0.384, -0.502, -0.005, -0.608, 0.223, 0.221, 0.223, 0.654, -0.585, -0.460, -0.271, 0.272, -0.446, 0.206, 0.234, -0.395, -0.396, -0.405, -0.394, -0.469, 0.225, 0.204, 0.204, 0.216, 0.216, 0.193, 0.204, 0.205, 0.201, 0.218, 0.380, 0.210, 0.213, 0.224, -0.009, 0.221, 0.212, 0.230, 0.222],
  "smiles": "Cc1cc(Cl)ccc1O[C@H](C)C(=O)NN=C1CCCCCC1",
  "energy_ev": -37599.7795,
  "relative_energy_ev": 2.206
}


Record 4
{
  "formula": "C43H36F3IrN3OP2S2",
  "method": "ωB97M-V/def2-TZVPD",
  "species": ["Ir", "O", "S", "C", "C", "C", "C", "C", "C", "P", "C", "C", "C", "C", "C", "C", "C", "C", "C", "C", "C", "C", "C", "C", "C", "C", "C", "C", "P", "C", "C", "C", "C", "C", "C", "C", "C", "C", "C", "C", "C", "H", "H", "H", "H", "H", "H", "H", "H", "H", "H", "H", "H", "H", "H", "H", "H", "H", "H", "H", "H", "H", "H", "H", "H", "H", "H", "H", "H", "F", "C", "F", "F", "C", "C", "C", "N", "C", "C", "H", "H", "H", "H", "N", "C", "N", "S", "H", "H", "H", "H"],
  "xyz": [[-0.0672, -0.7408, -0.1390], [0.0176, 3.0728, -0.6139], [-0.1044, 1.9889, 0.3973], [1.2096, 2.1060, 1.5749], [1.2075, 3.0519, 2.5856], [2.2538, 3.0504, 3.4999], [3.2684, 2.1076, 3.4001], [3.2720, 1.1682, 2.3706], [2.2463, 1.1680, 1.4365], [2.2470, 0.0502, 0.0028], [2.6941, 1.0325, -1.4274], [2.3190, 0.5794, -2.6927], [2.7153, 1.2810, -3.8220], [3.4681, 2.4416, -3.6838], [3.8353, 2.8962, -2.4219], [3.4534, 2.1924, -1.2895], [3.5025, -1.1887, 0.2603], [4.5584, -1.3309, -0.6377], [5.5296, -2.2930, -0.3926], [5.4363, -3.1133, 0.7229], [4.3730, -2.9808, 1.6134], [3.3987, -2.0260, 1.3801], [-1.5789, 2.2411, 1.3370], [-2.1404, 3.5064, 1.3905], [-3.3270, 3.6702, 2.0981], [-3.9352, 2.5810, 2.7103], [-3.3672, 1.3132, 2.6335], [-2.1763, 1.1308, 1.9431], [-1.3702, -0.4826, 1.9163], [-0.3190, -0.5660, 3.3690], [0.4610, -1.7147, 3.5394], [1.2520, -1.8595, 4.6655], [1.2714, -0.8533, 5.6273], [0.4993, 0.2892, 5.4610], [-0.2920, 0.4437, 4.3282], [-2.6205, -1.7480, 2.0748], [-2.8586, -2.3720, 3.2986], [-3.8320, -3.3586, 3.3819], [-4.5587, -3.7204, 2.2562], [-4.3263, -3.0938, 1.0353], [-3.3496, -2.1175, 0.9401], [0.4108, 3.7828, 2.6656], [2.2671, 3.7830, 4.2998], [4.0771, 2.1077, 4.1233], [4.0879, 0.4586, 2.2873], [1.7385, -0.3348, -2.7962], [2.4509, 0.9183, -4.8104], [3.7806, 2.9902, -4.5655], [4.4290, 3.7968, -2.3209], [3.7555, 2.5457, -0.3102], [4.6337, -0.6916, -1.5098], [6.3651, -2.3974, -1.0734], [6.1965, -3.8643, 0.9024], [4.3140, -3.6215, 2.4865], [2.5708, -1.9077, 2.0760], [-1.6667, 4.3373, 0.8782], [-3.7806, 4.6524, 2.1623], [-4.8678, 2.7139, 3.2457], [-3.8581, 0.4676, 3.1055], [0.4140, -2.5152, 2.8070], [1.8407, -2.7592, 4.8066], [1.8828, -0.9678, 6.5151], [0.5010, 1.0618, 6.2230], [-0.8980, 1.3364, 4.2139], [-2.3031, -2.0865, 4.1846], [-4.0214, -3.8458, 4.3316], [-5.3097, -4.4990, 2.3279], [-4.9090, -3.3686, 0.1631], [-3.1636, -1.6340, -0.0141], [-1.1836, -7.3419, -2.5503], [-0.9894, -7.0561, -1.2640], [-0.0158, -7.8273, -0.7813], [-2.1153, -7.3089, -0.5869], [-0.6347, -5.5918, -1.0859], [-0.0740, -5.1652, 0.1088], [0.1641, -3.8230, 0.2768], [-0.1267, -2.9140, -0.6734], [-0.6381, -3.3421, -1.8424], [-0.9049, -4.6729, -2.0834], [0.1743, -5.8692, 0.8923], [0.6122, -3.4515, 1.1899], [-0.8333, -2.5937, -2.5973], [-1.3150, -4.9864, -3.0343], [-2.3046, 0.6269, -4.2484], [-1.5342, 0.9408, -3.2187], [-0.7368, 1.9646, -3.2709], [-1.7109, -0.1358, -1.8157], [-2.3641, 1.2103, -5.0698], [-2.9198, -0.1653, -4.2015], [-0.7268, 2.5606, -4.0893], [-0.2515, 2.3130, -2.4300]],
  "mulliken_spin": [2.166, 0.070, 0.032, -0.008, 0.012, 0.013, -0.001, 0.011, -0.007, 0.356, 0.108, 0.030, 0.012, 0.007, -0.001, 0.002, -0.067, 0.025, -0.007, 0.026, -0.002, 0.104, 0.022, 0.007, 0.001, 0.005, 0.014, -0.002, 0.288, -0.006, 0.038, -0.008, 0.023, -0.001, 0.023, 0.039, 0.010, -0.001, 0.013, -0.002, 0.020, 0.002, 0.000, 0.000, 0.002, -0.021, 0.001, 0.000, 0.000, 0.002, 0.004, 0.001, 0.001, 0.000, -0.021, -0.001, 0.001, 0.001, 0.002, -0.003, 0.000, 0.000, 0.001, 0.001, 0.004, 0.000, 0.000, 0.000, -0.018, 0.000, -0.001, 0.000, 0.000, 0.008, 0.009, 0.025, 0.091, 0.036, -0.004, 0.002, -0.001, -0.011, 0.001, 0.028, 0.014, 0.014, 0.458, 0.000, 0.001, 0.000, 0.009],
  "spin_multiplicity": 5,
  "energy_ev": -102908.5924,
  "charge": 3
}